1.
{
  "formula": "C38H84BF3N7O9P",
  "method": "wB97M-V/def2-TZVPD",
  "symbols": ["P", "F", "F", "F", "O", "O", "O", "O", "O", "O", "O", "O", "O", "N", "N", "N", "N", "N", "N", "N", "C", "C", "C", "C", "C", "C", "C", "C", "C", "C", "C", "C", "C", "C", "C", "C", "C", "C", "C", "C", "C", "C", "C", "C", "C", "C", "C", "C", "C", "C", "C", "C", "C", "C", "C", "C", "C", "C", "B", "H", "H", "H", "H", "H", "H", "H", "H", "H", "H", "H", "H", "H", "H", "H", "H", "H", "H", "H", "H", "H", "H", "H", "H", "H", "H", "H", "H", "H", "H", "H", "H", "H", "H", "H", "H", "H", "H", "H", "H", "H", "H", "H", "H", "H", "H", "H", "H", "H", "H", "H", "H", "H", "H", "H", "H", "H", "H", "H", "H", "H", "H", "H", "H", "H", "H", "H", "H", "H", "H", "H", "H", "H", "H", "H", "H", "H", "H", "H", "H", "H", "H", "H", "H"],
  "xyz": [[-2.948, -1.238, -0.180], [1.977, -0.181, -2.707], [1.434, 1.184, -0.876], [3.571, 1.026, -1.558], [-5.155, -1.809, 1.905], [2.244, -0.154, 5.456], [7.290, 2.015, 3.663], [-1.068, 3.814, -4.709], [-4.835, -0.132, -3.238], [-0.326, -3.129, -0.290], [0.772, -4.610, -2.533], [2.420, 5.317, -10.841], [4.087, -1.004, -0.314], [7.268, 4.226, 3.071], [-6.847, -1.162, -3.588], [-3.706, -4.380, 2.165], [-2.683, -1.597, 2.383], [4.514, 0.006, 5.201], [1.669, 4.436, -8.868], [0.997, 4.471, -3.973], [4.546, -0.984, 4.144], [2.633, -0.854, -0.383], [2.375, 0.280, -1.468], [2.993, 4.425, -8.276], [-3.321, -4.460, 3.554], [-6.263, -2.170, 2.768], [-1.992, 0.430, -0.212], [1.520, 4.899, -10.139], [-6.328, -2.470, -3.237], [-0.198, 4.654, -4.598], [1.257, -2.068, 2.893], [-1.101, 2.805, 2.501], [2.102, -2.311, -0.843], [-0.631, -2.486, 0.993], [-0.034, -4.442, 2.856], [-2.910, -3.782, 1.109], [0.548, 3.951, -8.087], [-8.239, -1.039, -3.969], [3.320, 0.327, 5.765], [0.373, -3.135, 2.044], [0.161, -2.431, -3.997], [0.541, -2.399, -1.141], [-2.198, -2.354, 1.252], [-2.939, -3.365, -2.289], [-1.818, -1.035, 3.411], [7.133, 2.896, 2.834], [1.987, 5.524, -3.881], [-0.111, -4.296, 4.452], [-1.864, 1.643, 3.347], [1.289, 3.179, -3.378], [5.760, 0.623, 5.621], [7.064, 5.218, 2.034], [-1.000, 0.300, 3.088], [-4.062, -1.343, 2.700], [-6.010, -0.092, -3.549], [-2.684, -1.851, -1.918], [7.627, 4.668, 4.406], [-1.830, 2.119, 4.867], [0.492, -3.199, -2.591], [-0.115, 2.418, 2.081], [-3.008, -3.489, 4.069], [1.009, -2.641, -4.724], [2.187, 5.737, -2.828], [-4.055, -5.290, 1.837], [6.214, 1.136, 4.764], [6.800, 4.744, 1.088], [0.729, 2.909, -7.814], [4.145, -1.927, 4.523], [-1.017, -3.761, 4.847], [0.824, -5.210, 2.770], [2.308, -0.558, 0.652], [-2.572, -5.306, 3.770], [-2.268, -4.056, -1.695], [-4.249, -4.783, 4.156], [7.984, 5.791, 1.902], [-0.242, -1.415, 0.840], [-2.803, -3.471, -3.421], [-2.367, 0.926, -1.177], [1.230, -3.545, 1.389], [3.386, 5.445, -8.258], [-0.182, 0.351, 3.896], [-0.316, 5.668, -5.013], [8.588, 4.229, 4.683], [6.439, -0.155, 5.982], [-6.397, -1.425, 3.627], [-6.123, -3.219, 3.193], [-7.232, -2.112, 2.166], [-5.945, -2.441, -2.214], [2.345, -2.371, 2.960], [5.587, 1.346, 6.421], [-1.736, 3.058, 1.581], [6.869, 4.326, 5.114], [-2.496, -0.686, 4.275], [6.859, 2.669, 1.792], [2.540, -3.143, -0.204], [-0.959, 3.755, 3.100], [6.256, 5.889, 2.335], [-0.878, 0.299, -0.342], [-3.674, -3.662, 0.255], [-8.426, -1.661, -4.848], [-0.037, -5.001, -2.135], [2.673, -2.441, -1.837], [3.409, 1.088, 6.556], [2.909, 5.192, -4.367], [-0.449, 0.310, 2.106], [-5.505, -2.723, -3.911], [-2.922, 1.561, 2.939], [2.954, 4.029, -7.261], [-2.063, 1.233, 5.531], [-8.867, -1.379, -3.142], [3.919, -0.645, 3.316], [0.867, -3.883, 4.874], [-0.769, -2.907, -4.471], [-6.504, 0.852, -3.831], [1.210, -1.076, 2.350], [-2.307, 1.113, 0.625], [-2.166, -4.562, 0.697], [-0.163, -5.369, 4.854], [0.477, 4.863, -10.491], [2.275, 3.182, -2.914], [-0.381, 4.017, -8.654], [7.698, 5.755, 4.442], [5.567, -1.134, 3.793], [1.249, 2.410, -4.154], [0.530, 2.955, -2.625], [1.635, 6.434, -4.369], [-4.226, -0.209, 2.848], [-3.474, -1.276, -2.537], [-1.214, -1.866, 3.887], [-2.582, 2.968, 5.008], [0.174, -1.316, -1.260], [-1.709, -1.403, -2.330], [-4.288, -1.777, 3.751], [-0.777, 2.528, 5.053], [-0.892, -5.035, 2.407], [3.655, 3.807, -8.887], [4.302, -1.628, 0.411], [-0.041, -1.325, -3.859], [-4.015, -3.623, -2.037], [0.888, -1.884, 3.938], [-8.488, -0.004, -4.204], [-7.110, -3.225, -3.315], [0.458, 4.555, -7.181]],
  "lowdin_charge": [1.06, 0.12, 0.05, 0.08, -0.24, 0.00, -0.02, 0.02, 0.00, -0.14, 0.07, 0.01, -0.06, -0.20, -0.20, -0.12, -0.16, -0.19, -0.20, -0.20, -0.05, -0.20, -0.37, -0.05, -0.16, -0.11, -0.25, -0.35, -0.04, -0.38, -0.07, -0.10, -0.05, -0.22, -0.19, -0.19, -0.05, -0.06, -0.34, -0.23, -0.02, -0.25, -0.39, -0.15, -0.16, -0.31, -0.06, -0.13, -0.38, -0.05, -0.05, -0.06, -0.15, -0.28, -0.32, -0.42, -0.04, -0.10, -0.38, 0.07, 0.08, 0.08, 0.09, 0.12, 0.04, 0.09, 0.10, 0.09, 0.04, 0.11, 0.14, 0.07, 0.05, 0.09, 0.09, 0.11, 0.08, 0.06, 0.12, 0.09, 0.12, 0.13, 0.10, 0.09, 0.10, 0.09, 0.10, 0.09, 0.07, 0.09, 0.07, 0.09, 0.13, 0.14, 0.14, 0.07, 0.09, 0.01, 0.09, 0.09, 0.10, 0.14, 0.13, 0.08, 0.07, 0.09, 0.11, 0.08, 0.07, 0.09, 0.08, 0.08, 0.07, 0.13, 0.05, 0.02, 0.12, 0.08, 0.13, 0.08, 0.09, 0.09, 0.09, 0.09, 0.09, 0.08, 0.14, 0.04, 0.10, 0.09, 0.12, 0.06, 0.11, 0.09, 0.09, 0.09, 0.10, 0.06, 0.06, 0.05, 0.08, 0.09, 0.07],
  "gap_ev": 7.22,
  "lumo_ev": 0.23,
  "homo_energy_ha": -0.257,
  "total_energy_ha": -3224.3078,
  "smiles": "CC[C@H](C)[C@@H](O[C@@H](C[C@@H](O)C(F)(F)F)B(C)O)[C@@](CNC)(N(CCC(C)C)COC)P(C)CC.CN(C)C=O.CN(C)C=O.CN(C)C=O.CN(C)C=O.CN(C)C=O",
  "largest_force_ha_per_bohr": 0.0640
}

=====

2.
{
  "formula": "C72H89BrF4N5O6SiTi",
  "method": "wB97M-V/def2-TZVPD",
  "symbols": ["Br", "Ti", "Si", "F", "F", "F", "F", "O", "O", "O", "O", "O", "O", "N", "N", "N", "N", "N", "C", "C", "C", "C", "C", "C", "C", "C", "C", "C", "C", "C", "C", "C", "C", "C", "C", "C", "C", "C", "C", "C", "C", "C", "C", "C", "C", "C", "C", "C", "C", "C", "C", "C", "C", "C", "C", "C", "C", "C", "C", "C", "C", "C", "C", "C", "C", "C", "C", "C", "C", "C", "C", "C", "C", "C", "C", "C", "C", "C", "C", "C", "C", "C", "C", "C", "C", "C", "C", "C", "C", "C", "H", "H", "H", "H", "H", "H", "H", "H", "H", "H", "H", "H", "H", "H", "H", "H", "H", "H", "H", "H", "H", "H", "H", "H", "H", "H", "H", "H", "H", "H", "H", "H", "H", "H", "H", "H", "H", "H", "H", "H", "H", "H", "H", "H", "H", "H", "H", "H", "H", "H", "H", "H", "H", "H", "H", "H", "H", "H", "H", "H", "H", "H", "H", "H", "H", "H", "H", "H", "H", "H", "H", "H", "H", "H", "H", "H", "H", "H", "H", "H", "H", "H", "H", "H", "H", "H", "H", "H", "H"],
  "xyz": [[1.885, -0.279, -3.989], [0.111, -1.531, -1.451], [2.266, 0.507, -6.239], [-3.682, 4.806, -0.097], [-0.081, 2.360, -3.274], [-4.545, 3.072, -1.909], [0.708, 4.284, -1.670], [2.630, 0.601, 0.080], [0.438, -2.069, 0.139], [-0.256, -3.026, -2.347], [-0.070, -5.086, -3.202], [-0.025, 0.318, -0.775], [-2.129, -1.643, -0.761], [-5.053, 0.562, -3.953], [-1.010, -0.594, -2.912], [2.192, -2.667, -1.835], [-2.466, 4.825, 2.749], [-0.940, 0.669, 1.475], [-3.220, 0.763, 0.478], [1.899, 2.131, 3.321], [-0.469, 1.367, -6.324], [2.179, 1.091, 4.199], [-4.742, -2.209, 4.280], [2.265, 1.293, 5.707], [-3.241, 3.354, -1.869], [3.190, 2.175, -5.913], [-3.757, -2.332, 5.451], [-2.186, 1.522, 1.341], [-3.145, -3.002, 2.487], [-3.123, -2.202, -1.661], [-2.620, -1.699, 0.558], [1.598, -5.939, 4.151], [-4.886, 5.331, 2.766], [-0.968, 2.110, 0.695], [4.111, 2.102, -4.684], [-1.580, -3.988, 0.781], [2.434, -0.160, 3.646], [-2.480, -2.880, 1.278], [0.068, -4.846, 2.464], [-3.957, -1.990, 2.992], [2.527, -0.350, 2.277], [3.384, -0.932, -6.889], [3.723, 1.044, 6.133], [-1.792, 0.257, -3.093], [-5.709, -1.057, 4.569], [-0.590, 3.966, -1.686], [-1.307, 4.895, 1.916], [1.891, 1.966, 1.939], [-1.436, 4.502, -0.710], [0.397, -4.132, -2.656], [1.875, 2.710, 6.135], [-4.014, 0.914, -3.600], [-3.994, -0.791, 2.291], [-0.143, 3.291, 1.166], [3.964, 1.028, -0.202], [1.561, -7.281, 3.400], [-2.818, 2.352, 2.401], [-3.493, 5.718, 3.274], [2.992, -5.774, 4.760], [3.619, -0.760, -8.399], [0.564, -5.963, 5.285], [2.119, -3.755, 2.915], [-2.711, 1.269, -3.174], [0.675, -2.896, 1.191], [-2.151, 3.447, 2.802], [-3.117, 7.122, 2.814], [2.208, 3.328, -5.657], [2.903, -1.707, 1.715], [-0.542, 0.850, 0.192], [-3.326, -0.620, 1.084], [1.391, 3.093, 1.048], [4.748, -0.923, -6.181], [2.321, 0.739, 1.428], [1.334, 0.303, 6.419], [-2.794, 4.277, -0.942], [-2.347, 2.558, -2.596], [-0.245, -3.912, 1.495], [1.862, -4.058, -2.210], [0.028, -0.693, -7.578], [0.825, 1.499, -8.460], [1.265, -4.818, 3.174], [1.856, -2.790, 1.947], [-0.899, 4.568, 0.647], [2.759, -2.316, -6.649], [4.044, 2.522, -7.144], [-3.464, 5.611, 4.801], [-5.569, -3.499, 4.150], [-0.677, 3.695, 2.546], [0.597, 0.677, -7.181], [-1.013, 2.986, -2.547], [2.548, 3.458, 5.711], [-3.847, 7.844, 3.175], [-3.156, -1.425, 5.539], [-6.399, -0.907, 3.736], [1.847, 4.041, 1.338], [-0.965, -0.553, -8.012], [0.804, -6.760, 5.990], [2.489, -4.446, -3.011], [-3.567, -3.091, -1.215], [2.841, -2.661, -1.057], [4.849, 1.802, -7.293], [-2.488, 5.899, 5.194], [-4.560, 0.047, 2.673], [-2.134, 7.399, 3.199], [-5.147, 4.325, 3.098], [4.405, 1.633, 5.517], [4.304, -1.535, -8.752], [4.104, 0.917, -1.276], [-4.299, -2.480, 6.386], [3.530, 2.032, -3.765], [5.338, -1.776, -6.528], [1.565, 3.117, -4.801], [-0.649, -5.637, 2.651], [-3.093, 7.170, 1.723], [-6.192, -3.634, 5.035], [-3.079, -3.176, 5.313], [-3.029, -3.925, 3.044], [-5.627, 6.022, 3.167], [3.067, -4.853, 5.341], [3.449, 2.566, -8.059], [1.418, 0.423, 7.500], [3.763, -5.771, 3.986], [2.268, -7.276, 2.568], [-2.870, 0.704, -0.552], [-3.675, 4.586, 5.111], [1.576, 1.046, -9.110], [3.869, 1.334, 7.175], [-4.173, 1.290, 0.488], [-6.302, -1.293, 5.453], [-3.902, -1.462, -1.849], [0.848, 2.945, 5.847], [-1.425, -3.909, -0.294], [4.801, 1.260, -4.724], [3.082, -1.587, 0.649], [-0.442, -6.143, 4.903], [2.694, -0.861, -8.967], [-5.177, -0.125, 4.768], [-1.402, 1.433, -6.890], [2.654, -2.203, -2.613], [1.666, 2.886, 0.016], [3.993, -0.008, 6.032], [0.568, -7.494, 3.003], [1.834, -8.092, 4.077], [-4.220, 6.265, 5.236], [3.045, -3.661, 3.466], [-4.934, 5.369, 1.680], [-2.038, -4.953, 0.991], [4.062, 0.209, -8.636], [4.697, 0.418, 0.336], [-0.111, 1.554, -9.021], [-6.221, -3.442, 3.277], [-0.048, 3.742, 3.427], [-2.627, -2.473, -2.586], [2.777, 4.234, -5.428], [0.561, -5.015, 5.826], [4.635, -1.012, -5.099], [-4.934, -4.379, 4.049], [-0.081, -1.353, -6.714], [-0.665, 0.786, -5.427], [2.516, -2.476, -5.598], [1.942, 2.785, 7.220], [4.703, 3.021, -4.632], [1.965, -4.720, -1.349], [0.643, -1.188, -8.330], [3.478, -3.086, -6.945], [4.505, 3.503, -7.000], [1.137, 2.521, -8.241], [1.697, 3.119, 3.709], [0.296, 0.483, 6.131], [4.108, 2.074, 0.079], [3.197, -6.608, 5.431], [5.318, -0.021, -6.401], [-0.182, 2.376, -6.032], [-3.888, 2.272, 2.515], [1.857, -2.473, -7.234], [2.613, -1.014, 4.290], [1.578, -0.731, 6.173], [1.585, 3.546, -6.525], [3.830, -2.035, 2.187]],
  "lowdin_charge": [0.57, 1.11, 0.65, 0.12, 0.08, 0.12, 0.13, -0.16, -0.15, -0.16, 0.16, -0.01, -0.22, 0.16, 0.05, 0.01, 0.08, 0.34, -0.01, 0.02, -0.10, -0.15, -0.55, -0.55, -0.15, -0.62, -0.04, -0.25, 0.04, 0.00, -0.18, -0.56, -0.02, 0.01, -0.13, -0.05, 0.04, -0.11, 0.03, -0.14, -0.11, -0.63, -0.04, -0.15, -0.06, -0.16, -0.02, -0.12, -0.03, -0.54, -0.06, -0.22, 0.04, -0.20, -0.04, -0.04, 0.06, -0.57, -0.06, -0.08, -0.04, 0.03, -0.17, -0.18, -0.10, -0.02, -0.09, -0.06, -0.34, -0.11, -0.01, -0.11, -0.21, -0.04, -0.14, -0.03, -0.11, -0.09, -0.09, -0.08, -0.15, -0.11, 0.01, -0.11, -0.08, -0.03, -0.04, -0.05, -0.61, -0.15, 0.09, 0.09, 0.09, 0.09, 0.14, 0.09, 0.09, 0.14, 0.11, 0.09, 0.06, 0.09, 0.10, 0.09, 0.08, 0.09, 0.09, 0.09, 0.09, 0.04, 0.09, 0.06, 0.12, 0.09, 0.09, 0.08, 0.12, 0.09, 0.09, 0.07, 0.09, 0.09, 0.09, 0.11, 0.08, 0.07, 0.09, 0.14, 0.09, 0.10, 0.08, 0.11, 0.06, 0.09, 0.08, 0.07, 0.08, 0.10, 0.00, 0.11, 0.08, 0.08, 0.09, 0.09, 0.11, 0.07, 0.13, 0.07, 0.10, 0.10, 0.09, 0.14, 0.09, 0.09, 0.09, 0.06, 0.08, 0.08, 0.04, 0.03, 0.09, 0.09, 0.14, 0.07, 0.09, 0.09, 0.06, 0.10, 0.09, 0.10, 0.09, 0.06, 0.06, 0.10, 0.06, 0.12, 0.07, 0.07, 0.13],
  "gap_ev": 5.99,
  "lumo_ev": -3.71,
  "homo_energy_ha": -0.356,
  "total_energy_ha": -7634.3843,
  "total_charge": 1,
  "largest_force_ha_per_bohr": 0.0319
}

=====

3.
{
  "formula": "C19H24MoN4OS6",
  "method": "wB97M-V/def2-TZVPD",
  "symbols": ["Mo", "S", "S", "S", "S", "S", "S", "O", "N", "N", "N", "N", "C", "C", "C", "C", "C", "C", "C", "C", "C", "C", "C", "C", "C", "C", "C", "C", "C", "C", "C", "H", "H", "H", "H", "H", "H", "H", "H", "H", "H", "H", "H", "H", "H", "H", "H", "H", "H", "H", "H", "H", "H", "H", "H"],
  "xyz": [[1.044, 0.682, 0.094], [-0.047, -0.613, -1.754], [4.977, 1.278, -1.317], [4.370, -0.382, 0.988], [2.120, 1.321, 1.984], [3.307, 3.544, -0.615], [6.357, -1.337, -1.000], [0.612, 2.372, -1.131], [0.788, -1.119, -0.340], [-0.835, 1.393, 0.780], [-2.199, -1.531, -0.392], [-2.518, -0.055, -2.233], [-2.723, 2.797, 0.419], [-1.808, -0.746, -1.370], [-4.017, -2.574, 0.827], [-1.509, 0.751, 1.754], [-1.429, 2.411, 0.133], [-2.797, 1.094, 2.098], [3.618, 4.326, 0.992], [1.636, -2.828, 1.186], [1.316, -2.559, -0.278], [2.515, -2.633, -1.214], [-0.598, 3.128, -0.892], [3.343, 1.034, 0.768], [3.716, 1.854, -0.288], [5.317, -0.233, -0.474], [-3.527, -1.693, -0.273], [-3.418, 2.132, 1.416], [0.252, -3.546, -0.745], [-3.842, -0.221, -2.117], [-4.391, -1.043, -1.154], [4.664, 4.188, 1.250], [1.389, 2.993, -1.184], [2.451, -2.212, 1.562], [3.263, -1.873, -0.998], [-4.462, 0.320, -2.823], [2.194, -2.525, -2.252], [-0.620, -3.542, -0.096], [0.707, -4.536, -0.720], [-3.376, -3.449, 0.923], [-4.429, 2.427, 1.665], [-0.980, -0.051, 2.250], [-3.981, -2.035, 1.778], [3.420, 5.385, 0.830], [2.958, 3.941, 1.764], [-0.320, 4.116, -0.520], [-5.461, -1.184, -1.088], [2.985, -3.611, -1.111], [-3.298, 0.560, 2.893], [1.927, -3.872, 1.300], [0.751, -2.656, 1.800], [-0.064, -3.356, -1.772], [-1.134, 3.241, -1.833], [-5.043, -2.892, 0.659], [-3.172, 3.617, -0.127]],
  "nbo_charge": [0.94, 0.63, 0.55, 0.49, 0.20, 0.31, 0.20, -0.70, -0.61, -0.47, -0.49, -0.47, -0.23, 0.25, -0.66, 0.08, 0.22, -0.23, -0.72, -0.63, 0.13, -0.63, -0.11, -0.53, -0.35, -0.61, 0.30, -0.09, -0.63, 0.10, -0.29, 0.25, 0.51, 0.22, 0.21, 0.23, 0.23, 0.24, 0.25, 0.25, 0.26, 0.23, 0.24, 0.27, 0.24, 0.23, 0.25, 0.25, 0.26, 0.25, 0.22, 0.22, 0.24, 0.25, 0.25],
  "gap_ev": 6.77,
  "e_above_lowest_kj_mol": 67.3,
  "lumo_ev": -7.25,
  "homo_energy_ha": -0.515,
  "total_energy_ha": -3489.4686,
  "total_charge": 2,
  "largest_force_ha_per_bohr": 0.0147
}